{
  "formula": "C43H39N9O4S4Zr",
  "method": "ωB97M-V with the def2-TZVPD basis set",
  "elements": ["Zr", "O", "C", "C", "C", "C", "N", "C", "C", "C", "C", "C", "C", "O", "C", "C", "N", "H", "H", "H", "H", "H", "H", "H", "H", "H", "H", "H", "H", "O", "N", "N", "O", "C", "C", "C", "C", "C", "C", "H", "H", "H", "H", "H", "S", "C", "C", "C", "C", "C", "C", "N", "C", "C", "C", "C", "C", "C", "C", "H", "H", "H", "H", "H", "H", "H", "H", "C", "N", "C", "C", "N", "C", "S", "C", "C", "C", "C", "C", "N", "H", "H", "H", "H", "H", "H", "H", "H", "H", "S", "C", "N", "C", "C", "S", "H", "H", "H", "H", "H"],
  "xyz": [[-0.310581, -0.054704, -0.214316], [5.144819, -0.647904, 4.522884], [5.399919, -0.121704, 3.247684], [4.106619, -0.039904, 2.490884], [2.903519, 0.134196, 3.167284], [1.731119, 0.213096, 2.435884], [1.690619, 0.131896, 1.105984], [2.847619, -0.025904, 0.439584], [4.067019, -0.117704, 1.105384], [2.765819, -0.088504, -1.032716], [3.911319, -0.015704, -1.818916], [3.817219, -0.085604, -3.203116], [5.095219, -0.044304, -4.005916], [6.041219, 0.816696, -3.418916], [2.546419, -0.185104, -3.758516], [1.450119, -0.217304, -2.913416], [1.541519, -0.192104, -1.584916], [5.958219, -0.667804, 5.036784], [6.122819, -0.732904, 2.689684], [5.810419, 0.900796, 3.316184], [2.895819, 0.180096, 4.244084], [0.780019, 0.338396, 2.943484], [4.985119, -0.276504, 0.565384], [4.892919, 0.106096, -1.389316], [4.893819, 0.215096, -5.048616], [5.538319, -1.048404, -3.986416], [5.989919, 1.687796, -3.824616], [2.408619, -0.220304, -4.825916], [0.444619, -0.251804, -3.322816], [-0.909081, 1.114496, 1.320684], [-0.351381, 2.275596, 1.523584], [0.436419, 2.647396, 0.609984], [0.660319, 1.928896, -0.449516], [1.097419, 3.883496, 0.757984], [0.635919, 4.801396, 1.696584], [1.313419, 5.996696, 1.845084], [2.429819, 6.268896, 1.064384], [2.881919, 5.344796, 0.134684], [2.214519, 4.144496, -0.027916], [-0.230781, 4.558596, 2.289384], [0.977319, 6.716196, 2.574984], [2.948219, 7.205996, 1.186684], [3.761119, 5.557596, -0.453916], [2.542219, 3.398696, -0.738516], [-1.131381, -3.634104, -3.384816], [-2.511481, -2.630504, -3.714516], [-3.528181, -2.875704, -4.624716], [-4.580881, -1.987204, -4.675316], [-4.606881, -0.879804, -3.831116], [-3.590681, -0.631204, -2.934516], [-2.506381, -1.509804, -2.856516], [-1.435681, -1.469204, -1.983716], [-0.670181, -2.527404, -2.116016], [0.366819, -2.868104, -1.165316], [1.228419, -3.937004, -1.433616], [2.116719, -4.359404, -0.468716], [2.084719, -3.759904, 0.782584], [1.222019, -2.702304, 1.039084], [0.360619, -2.169004, 0.072484], [-3.495981, -3.751804, -5.252816], [-5.390781, -2.156004, -5.363916], [-5.450981, -0.210304, -3.863616], [-3.640281, 0.231396, -2.291816], [1.201519, -4.416004, -2.402516], [2.816119, -5.155204, -0.675616], [2.749119, -4.096304, 1.564384], [1.218719, -2.286204, 2.043484], [-1.546481, 4.717196, -1.785716], [-2.234081, 3.851196, -0.868716], [-2.964381, 4.246796, 0.219484], [-3.487381, 3.145996, 0.796184], [-3.077681, 2.045096, 0.059284], [-2.266081, 2.498496, -0.962816], [-1.471481, 1.643896, -2.159016], [-3.509081, 0.738696, 0.335284], [-4.797081, 0.542496, 0.839184], [-5.208381, -0.746804, 1.120184], [-4.327881, -1.795504, 0.895184], [-3.070181, -1.508004, 0.400684], [-2.659681, -0.269304, 0.112584], [-1.580881, 5.733596, -1.405516], [-2.017981, 4.685596, -2.770316], [-0.507081, 4.404896, -1.893116], [-3.050081, 5.275596, 0.496284], [-4.069881, 3.051796, 1.688184], [-5.473081, 1.370296, 0.979784], [-6.199281, -0.930404, 1.505484], [-4.614881, -2.813804, 1.095184], [-2.354281, -2.303104, 0.213884], [-1.377181, -1.197704, 2.853884], [-1.938681, -2.702404, 3.227284], [-2.681381, -2.979804, 4.299584], [-3.256881, -4.300904, 4.406084], [-2.355181, -5.219004, 3.590884], [-1.651581, -4.146204, 2.275984], [-2.965381, -2.238004, 4.921484], [-4.275681, -4.291804, 3.998884], [-3.302981, -4.612604, 5.450484], [-2.891881, -6.043704, 3.130284], [-1.518481, -5.604704, 4.173784]],
  "atomic_forces_ev_per_a": [[-0.8294, -0.6191, -1.4156], [-0.1196, -0.0991, 0.1950], [0.3354, 0.2210, -0.2116], [-0.3037, -0.0377, 0.1192], [0.0967, -0.0333, -0.2755], [-0.0315, 0.1166, 0.3737], [0.1215, -0.3306, -0.2069], [0.3004, 0.1032, 0.3250], [-0.3340, 0.0441, 0.0397], [0.4285, -0.0183, -0.2617], [-0.3754, -0.1053, 0.0181], [-0.2047, 0.0540, 0.1650], [-0.0439, -0.2005, -0.1734], [0.1671, 0.1486, 0.0762], [0.1931, -0.0340, 0.2734], [-0.1188, 0.0069, -0.4489], [0.3394, 0.2581, -0.1589], [-0.0067, 0.0257, -0.0176], [-0.1186, 0.0686, 0.0270], [-0.0223, -0.1809, -0.0624], [-0.0954, 0.0277, 0.0754], [0.1350, -0.0472, -0.0832], [0.0640, -0.0243, -0.1089], [-0.0326, 0.0216, 0.0880], [-0.0264, -0.0602, 0.0448], [-0.1171, 0.1139, -0.1108], [-0.0090, -0.0340, 0.0102], [-0.0917, 0.0055, -0.1662], [0.1337, -0.0490, 0.0094], [0.3395, 1.1488, 0.4012], [0.2191, 0.7479, 0.5685], [-0.7180, -1.0150, 0.1516], [0.1661, 0.4128, 0.6498], [0.6707, 1.2175, 0.0770], [-0.0047, -0.1329, -0.1215], [0.0634, -0.0369, -0.0832], [-0.0086, -0.0146, 0.0235], [-0.0479, 0.0874, 0.0892], [-0.2340, -0.3713, 0.0214], [-0.0557, 0.0765, 0.1001], [-0.0575, 0.0651, 0.0505], [0.0828, 0.1058, 0.0150], [0.0333, 0.0049, -0.0761], [0.0332, 0.0441, -0.0302], [-0.0771, 0.4707, 0.3356], [0.3327, 0.2185, 0.3453], [-0.0008, 0.0149, -0.0096], [0.0972, -0.0841, -0.0452], [0.0124, -0.0141, 0.0801], [-0.0013, 0.0248, 0.2036], [-0.6492, -0.2230, -0.7926], [1.2525, -0.4300, 0.5081], [-0.5506, -0.2788, -0.6602], [0.2687, -0.3095, 0.6896], [-0.2270, 0.2761, -0.0254], [0.1031, -0.0119, 0.0725], [-0.1039, 0.1449, 0.0614], [-0.0426, -0.0119, 0.0615], [0.5275, -1.0147, -0.5577], [-0.0389, -0.0632, -0.1053], [-0.1317, -0.0359, -0.1131], [-0.0914, 0.1158, -0.0432], [-0.0339, -0.0461, -0.0546], [0.0561, -0.1130, -0.0674], [0.0169, -0.0901, -0.0230], [0.0478, -0.1182, 0.0779], [0.0565, 0.0193, -0.1291], [0.3920, 0.3185, -0.5780], [-0.2487, -0.9876, 0.4649], [-0.4043, -0.1594, 0.3931], [0.0791, 0.3927, 0.0320], [0.3826, 1.0684, -0.4681], [-0.3176, 0.1938, 0.0202], [0.0984, -0.5295, -0.3945], [-0.3056, -0.7653, 0.1448], [0.3496, 0.0857, -0.2161], [0.3559, -0.1313, -0.0482], [-0.0780, 0.2409, -0.0969], [-0.3383, -0.3232, -0.2252], [-0.4041, 0.3523, 0.2948], [-0.0317, 0.0076, 0.0628], [0.0219, -0.0151, 0.1012], [-0.0547, -0.0245, 0.0346], [-0.0475, 0.2405, 0.0889], [-0.1110, -0.0361, 0.1403], [0.0166, 0.1229, -0.0583], [-0.1014, 0.0081, 0.0056], [0.0526, -0.1580, 0.0135], [-0.1224, 0.1227, 0.0137], [0.0982, 0.3062, 0.2408], [0.0390, -0.3282, 0.2595], [0.1495, 0.1040, -0.0100], [-0.3247, -0.3971, -0.0170], [0.2341, 0.1294, -0.2025], [-0.1617, -0.0100, 0.2527], [0.0923, 0.0838, -0.0813], [0.0831, -0.0620, 0.0609], [-0.0019, 0.0130, -0.0781], [-0.0219, 0.0070, 0.0580], [-0.1085, 0.0067, 0.0075]],
  "total_energy_ev": -111436.654,
  "gap_ev": 7.5,
  "homo_ev": -12.456,
  "largest_force_ha_per_bohr": 0.0341,
  "de_lowest_ev": 1.161,
  "total_charge": 2
}